1.
C21H18Cl2GeNO4Ru | ωB97M-V with the def2-TZVPD basis set

Output
Highest occupied orbital energy (spin up / spin down) = -0.5436 / -0.5570 Eh
Kohn-Sham gap (spin up / spin down) = 7.8 / 6.0 eV
Largest force on an atom = 0.016 Eh/bohr
LUMO energy (spin up / spin down) = -7.0 / -9.1 eV
⟨S²⟩ = 8.7889
ΔE to the lowest compared entry with this formula, charge and spin = 0.0 kcal per mole
Molar mass = 593.0 g/mol

The geometry in ORCA input format:
```
! RIJCOSX wB97M-V def2-TZVPD def2/J DEFGRID3
* xyz 2 6
Ru -0.15 -0.35 0.53
Cl 6.67 -3.52 -0.13
C 5.33 -2.49 -0.08
C 5.36 -1.26 -0.75
C 4.27 -0.43 -0.71
Cl 4.28 1.06 -1.49
C 3.05 -0.82 0.00
O 2.06 -0.06 0.01
C 3.07 -2.09 0.69
C 1.95 -2.54 1.49
O 0.87 -1.96 1.62
C 4.18 -2.89 0.65
H 6.25 -0.97 -1.29
H 2.09 -3.48 2.03
H 4.20 -3.84 1.17
N -0.16 1.97 0.85
C -1.41 2.49 0.24
C -2.19 1.34 -0.38
O -3.39 1.28 -0.39
O -1.39 0.37 -0.87
H 0.00 2.39 1.76
H 0.64 2.24 0.27
H -1.20 3.24 -0.52
H -2.05 2.95 1.00
Ge -2.69 -1.83 -0.13
C -3.13 -1.13 1.58
C -2.18 -1.18 2.62
C -2.48 -0.62 3.85
C -3.73 -0.05 4.06
C -4.68 -0.03 3.04
C -4.38 -0.54 1.79
C -1.70 -3.42 -0.35
C -1.53 -3.91 -1.65
C -0.95 -5.16 -1.84
C -0.56 -5.91 -0.74
C -0.73 -5.43 0.55
C -1.30 -4.18 0.75
H -3.46 -1.33 -1.34
H -1.25 -1.71 2.49
H -1.76 -0.66 4.66
H -3.98 0.36 5.03
H -5.65 0.41 3.22
H -5.10 -0.47 0.99
H -1.85 -3.34 -2.51
H -0.83 -5.55 -2.84
H -0.13 -6.89 -0.89
H -0.45 -6.04 1.40
H -1.46 -3.82 1.76
*
```



2.
C8H13N4OS | ωB97M-V with the def2-TZVPD basis set

Output
Highest occupied orbital energy = -0.4419 Eh
Kohn-Sham gap = 8.3 eV
Largest force on an atom = 0.076 Eh/bohr
LUMO energy = -3.7 eV
ΔE to the lowest compared entry with this formula, charge and spin = 46.3 kcal per mole
Molar mass = 213.3 g/mol

The geometry in ORCA input format:
```
! RIJCOSX wB97M-V def2-TZVPD def2/J DEFGRID3
* xyz 1 1
C -2.17 1.64 0.07
C 0.13 2.76 0.41
C -0.81 1.74 0.30
C -2.65 0.31 -0.02
C -0.56 -0.66 0.21
C 0.26 -1.88 0.44
C 4.81 -0.10 -0.26
C -4.65 -1.66 -0.33
N -1.81 -0.77 0.02
N 1.31 2.31 0.40
N 0.00 0.59 0.27
N 1.29 1.04 0.44
O 3.61 0.51 -0.80
S -4.33 0.15 -0.45
H -2.89 2.49 0.03
H 0.01 3.80 0.45
H -0.36 -2.54 1.09
H 1.13 -1.63 1.08
H 0.59 -2.20 -0.52
H 5.76 0.52 -0.45
H 4.88 -1.13 -0.69
H 4.68 -0.16 0.82
H -3.88 -2.26 -0.56
H -5.35 -1.86 -1.11
H -4.89 -1.93 0.66
H 2.22 0.59 0.18
H 3.68 0.33 -1.71
*
```



3.
C4H9ClSi | ωB97M-V with the def2-TZVPD basis set

Output
Highest occupied orbital energy (spin up / spin down) = -0.3090 / -0.3022 Eh
Kohn-Sham gap (spin up / spin down) = 8.2 / 7.7 eV
Largest force on an atom = 0.067 Eh/bohr
LUMO energy (spin up / spin down) = -0.2 / -0.5 eV
ΔE to the lowest compared entry with this formula, charge and spin = 121.9 kcal per mole
Molar mass = 120.7 g/mol

The geometry in ORCA input format:
```
! RIJCOSX wB97M-V def2-TZVPD def2/J DEFGRID3
* xyz 0 1
C -0.96 0.38 0.66
C 1.70 0.42 -0.87
C -1.61 1.63 0.11
C 0.71 -2.23 0.29
Si 0.02 -0.62 -0.50
Cl 2.85 0.89 0.30
H -0.98 0.31 1.67
H 1.45 1.32 -1.42
H -1.18 1.82 -0.79
H -2.73 1.61 0.09
H -1.37 2.39 0.81
H 1.04 -1.84 1.39
H -0.08 -3.05 0.39
H 1.64 -2.53 -0.21
H -0.48 -0.48 -1.92
*
```



4.
C3H6Br2O | ωB97M-V with the def2-TZVPD basis set

Output
Highest occupied orbital energy = -0.3737 Eh
Kohn-Sham gap = 9.7 eV
Largest force on an atom = 0.104 Eh/bohr
LUMO energy = -0.5 eV
ΔE to the lowest compared entry with this formula, charge and spin = 71.8 kcal per mole
Molar mass = 217.9 g/mol

The geometry in ORCA input format:
```
! RIJCOSX wB97M-V def2-TZVPD def2/J DEFGRID3
* xyz 0 1
C 0.14 -0.56 -1.01
C -0.37 1.31 0.70
C 0.51 0.29 0.17
O 0.84 -1.00 1.85
Br -2.29 0.77 0.57
Br 2.28 1.12 0.24
H 0.97 -0.99 -1.32
H -0.43 0.20 -1.68
H -0.45 -1.40 -0.61
H -0.12 1.27 1.77
H -0.20 2.41 0.56
H 0.04 -1.47 1.91
*
```



5.
C6H9N | ωB97M-V with the def2-TZVPD basis set

Output
Highest occupied orbital energy (spin up / spin down) = -0.2676 / -0.2677 Eh
Kohn-Sham gap (spin up / spin down) = 7.4 / 7.4 eV
Largest force on an atom = 0.025 Eh/bohr
LUMO energy (spin up / spin down) = 0.1 / 0.1 eV
ΔE to the lowest compared entry with this formula, charge and spin = 147.0 kcal per mole
Molar mass = 95.1 g/mol

The geometry in ORCA input format:
```
! RIJCOSX wB97M-V def2-TZVPD def2/J DEFGRID3
* xyz 0 1
C 1.55 -0.73 1.12
C 0.39 -0.40 0.23
C 0.20 1.02 -1.45
C -0.18 0.96 0.00
C -1.58 0.33 0.17
N -1.72 -0.62 -0.83
C -0.81 -1.16 0.14
H 1.31 -0.23 2.07
H 2.52 -0.35 0.80
H 1.63 -1.80 1.34
H 1.27 1.07 -1.64
H -0.35 1.68 -2.13
H 0.04 1.78 0.69
H -2.42 0.84 0.68
H -0.97 -0.19 -1.65
H -0.88 -2.21 0.46
*
```



6.
C4H7NO2S | ωB97M-V with the def2-TZVPD basis set

Output
Highest occupied orbital energy = -0.3337 Eh
Kohn-Sham gap = 9.8 eV
Largest force on an atom = 0.032 Eh/bohr
LUMO energy = 0.7 eV
SMILES string = CO[C@H]1C=NOCS1
ΔE to the lowest compared entry with this formula, charge and spin = 94.1 kcal per mole
Molar mass = 133.2 g/mol

The geometry in ORCA input format:
```
! RIJCOSX wB97M-V def2-TZVPD def2/J DEFGRID3
* xyz 0 1
C 2.18 0.03 -0.76
C 0.31 -0.35 0.69
C -2.16 -0.75 0.14
C -0.20 1.08 0.38
H 2.01 -0.75 -1.53
H 3.24 0.24 -0.67
H 1.68 0.93 -1.20
H 0.13 -0.55 1.78
H -2.25 -0.55 1.24
H -2.96 -1.27 -0.38
H 0.46 1.90 0.66
N -1.32 1.47 -0.10
O 1.71 -0.34 0.51
O -2.19 0.52 -0.56
S -0.65 -1.61 -0.19
*
```



7.
C12H18AuCl2N2 | ωB97M-V with the def2-TZVPD basis set

Output
Highest occupied orbital energy (spin up / spin down) = -0.1501 / -0.1814 Eh
Kohn-Sham gap (spin up / spin down) = 6.6 / 7.5 eV
Largest force on an atom = 0.084 Eh/bohr
LUMO energy (spin up / spin down) = 2.6 / 2.6 eV
⟨S²⟩ = 2.0137
ΔE to the lowest compared entry with this formula, charge and spin = 6.6 kcal per mole
Molar mass = 458.2 g/mol

The geometry in ORCA input format:
```
! RIJCOSX wB97M-V def2-TZVPD def2/J DEFGRID3
* xyz -1 3
Au -0.11 3.55 0.41
Cl -1.70 4.83 -0.61
Cl 1.82 3.19 1.74
C 1.84 -0.25 -0.32
H 2.94 -0.23 -0.41
H 1.48 0.39 0.54
C -0.21 1.12 -0.89
C 0.91 -0.13 -1.40
H -0.76 0.58 -0.10
C 1.55 0.15 -2.81
H 0.18 -1.04 -1.38
C 1.35 1.66 -3.09
H 2.62 -0.15 -2.87
H 1.02 -0.41 -3.62
C -0.14 1.99 -3.26
H 1.75 2.19 -2.20
H 1.89 2.00 -3.99
C -1.06 1.47 -2.08
H -0.35 3.07 -3.30
H -0.54 1.52 -4.17
H -1.77 2.24 -1.72
H -1.70 0.62 -2.44
N -1.49 -3.61 4.25
C -1.07 -2.67 3.38
C 0.24 -2.72 2.85
C 0.63 -1.73 1.96
N -0.19 -0.74 1.60
C -1.43 -0.68 2.07
C -1.93 -1.62 2.98
H -0.87 -4.36 4.54
H -2.42 -3.60 4.65
H 0.92 -3.52 3.14
H 1.61 -1.72 1.50
H -2.06 0.14 1.70
H -2.95 -1.54 3.36
*
```



8.
C26H39BrCl42FNO2 | ωB97M-V with the def2-TZVPD basis set

Output
Highest occupied orbital energy = -0.3160 Eh
Kohn-Sham gap = 8.8 eV
Largest force on an atom = 0.062 Eh/bohr
LUMO energy = 0.2 eV
ΔE to the lowest compared entry with this formula, charge and spin = 150.1 kcal per mole
Molar mass = 1985.5 g/mol

The geometry in ORCA input format:
```
! RIJCOSX wB97M-V def2-TZVPD def2/J DEFGRID3
* xyz 0 1
C -0.35 -3.09 3.53
C -1.45 -2.07 2.88
O -1.24 -0.65 3.20
C -0.47 0.04 2.12
C -1.41 1.01 1.18
C -3.01 1.04 1.68
O -3.71 -0.23 1.49
C -5.11 0.01 1.89
C -6.02 -0.07 0.50
F -5.72 1.14 -0.33
C -7.61 -0.18 0.89
C -8.06 -1.75 0.72
N -1.25 0.83 -0.31
C -1.33 -0.60 -0.78
C -1.75 -0.76 -2.39
C -1.40 -2.35 -2.76
Br -0.74 0.53 -3.54
H -0.90 -3.80 4.28
H 0.60 -2.56 3.96
H 0.05 -3.79 2.65
H -2.52 -2.35 3.32
H -1.51 -2.31 1.73
H 0.20 -0.73 1.54
H 0.31 0.73 2.71
H -1.03 2.12 1.41
H -3.03 1.30 2.84
H -3.52 1.96 1.15
H -5.47 -0.84 2.62
H -5.17 1.06 2.40
H -5.61 -1.00 -0.10
H -8.21 0.53 0.18
H -7.71 0.21 2.00
H -7.12 -2.46 0.63
H -8.66 -1.87 -0.31
H -8.68 -2.16 1.64
H -0.44 1.36 -0.70
H -0.23 -1.04 -0.71
H -2.00 -1.31 -0.14
H -2.90 -0.61 -2.48
H -1.81 -2.99 -1.87
H -1.89 -2.66 -3.78
H -0.22 -2.46 -2.77
C -0.27 -1.51 6.85
Cl 1.10 -0.55 6.26
Cl 0.21 -3.20 7.07
Cl -0.89 -0.84 8.37
H -1.07 -1.47 6.11
C 2.47 2.80 6.73
Cl 2.83 2.48 5.03
Cl 3.95 3.24 7.61
Cl 1.26 4.08 6.88
H 2.07 1.89 7.18
C -0.79 -0.84 -7.00
Cl -2.21 -0.01 -7.66
Cl -0.78 -2.54 -7.49
Cl 0.70 -0.03 -7.52
H -0.84 -0.79 -5.91
C -3.53 3.30 -3.54
Cl -4.48 2.27 -2.45
Cl -1.88 3.50 -2.93
Cl -3.52 2.63 -5.18
H -4.01 4.29 -3.58
C 1.65 3.72 -7.67
Cl 0.54 3.85 -9.05
Cl 0.86 2.90 -6.31
Cl 3.12 2.86 -8.14
H 1.92 4.73 -7.35
C 3.08 5.90 -11.35
Cl 1.83 7.01 -11.93
Cl 4.63 6.24 -12.15
Cl 3.26 6.02 -9.59
H 2.78 4.88 -11.59
C 3.33 -4.66 5.88
Cl 4.41 -5.10 7.21
Cl 4.20 -3.73 4.65
Cl 2.61 -6.11 5.16
H 2.53 -4.04 6.28
C 0.03 9.31 -9.15
Cl 1.40 10.28 -9.75
Cl 0.51 7.62 -8.93
Cl -0.59 9.99 -7.63
H -0.77 9.35 -9.89
C 4.39 -1.09 8.26
Cl 2.79 -1.85 8.42
Cl 4.30 0.33 7.21
Cl 5.03 -0.65 9.85
H 5.07 -1.81 7.80
C 2.89 -4.20 -2.93
Cl 1.29 -4.96 -2.77
Cl 2.80 -2.78 -3.98
Cl 3.53 -3.76 -1.34
H 3.57 -4.93 -3.39
C 3.20 2.91 0.89
Cl 3.26 4.53 1.59
Cl 3.47 1.68 2.15
Cl 1.65 2.63 0.08
H 4.00 2.82 0.16
C 7.34 0.77 3.44
Cl 8.87 0.64 4.33
Cl 6.38 -0.71 3.64
Cl 6.42 2.19 3.96
H 7.57 0.88 2.37
C 4.09 -5.69 -6.89
Cl 2.49 -6.45 -6.73
Cl 4.00 -4.27 -7.94
Cl 4.73 -5.25 -5.30
H 4.77 -6.41 -7.35
C -2.31 -4.18 9.75
Cl -0.65 -4.38 10.34
Cl -2.47 -4.84 8.11
Cl -3.46 -4.95 10.85
H -2.53 -3.11 9.71
*
```



9.
CH2NO3P | ωB97M-V with the def2-TZVPD basis set

Output
Highest occupied orbital energy = 0.0040 Eh
Kohn-Sham gap = 7.5 eV
Largest force on an atom = 0.082 Eh/bohr
LUMO energy = 7.6 eV
ΔE to the lowest compared entry with this formula, charge and spin = 28.4 kcal per mole
Molar mass = 107.0 g/mol

The geometry in ORCA input format:
```
! RIJCOSX wB97M-V def2-TZVPD def2/J DEFGRID3
* xyz -2 1
C -1.24 0.33 0.34
N -2.40 0.51 -0.16
O 2.59 -0.59 -1.57
O 2.87 -1.75 0.54
O -0.65 -0.69 0.69
P 2.15 -0.61 -0.14
H -0.63 1.40 0.65
H -2.70 1.39 -0.35
*
```



10.
C41H35FNO3P2S2Sn | ωB97M-V with the def2-TZVPD basis set

Output
Highest occupied orbital energy = -0.3788 Eh
Kohn-Sham gap = 6.9 eV
Largest force on an atom = 0.028 Eh/bohr
LUMO energy = -3.4 eV
ΔE to the lowest compared entry with this formula, charge and spin = 78.7 kcal per mole
Molar mass = 853.5 g/mol

The geometry in ORCA input format:
```
! RIJCOSX wB97M-V def2-TZVPD def2/J DEFGRID3
* xyz 1 1
Sn -0.78 -0.44 0.33
C 2.72 0.96 -2.19
C 2.59 -0.50 -1.74
P 3.28 -0.73 0.00
C 2.16 -1.98 0.74
C 1.71 -3.22 0.01
C 1.19 -4.30 0.89
C 0.84 -4.09 2.15
C 1.01 -2.77 2.82
C 1.78 -1.77 2.01
C 4.73 -1.78 -0.39
C 5.03 -2.95 0.30
C 6.22 -3.63 0.06
C 7.13 -3.13 -0.86
C 6.85 -1.96 -1.54
C 5.66 -1.28 -1.30
C 1.52 1.80 -1.74
P 1.16 1.83 0.08
C 2.19 3.20 0.72
C 1.82 3.77 1.95
C 2.51 4.84 2.47
C 3.60 5.37 1.78
C 3.99 4.81 0.58
C 3.28 3.73 0.05
C -0.50 2.61 0.10
C -0.85 3.74 -0.63
C -2.10 4.33 -0.47
C -3.01 3.78 0.43
C -2.68 2.67 1.17
C -1.42 2.09 1.01
H 2.77 1.02 -3.28
H 3.67 1.35 -1.81
H 3.13 -1.19 -2.39
H 1.53 -0.76 -1.80
H 2.47 -3.58 -0.67
H 1.08 -5.28 0.44
H 0.45 -4.90 2.76
H 1.51 -2.90 3.78
H 2.11 -0.87 2.52
H 4.34 -3.35 1.04
H 6.44 -4.54 0.60
H 8.06 -3.66 -1.04
H 7.57 -1.55 -2.25
H 5.47 -0.35 -1.83
H 0.62 1.40 -2.21
H 1.64 2.83 -2.10
H 0.97 3.36 2.49
H 2.20 5.28 3.41
H 4.14 6.22 2.18
H 4.83 5.21 0.04
H 3.61 3.32 -0.90
H -0.15 4.18 -1.33
H -2.36 5.21 -1.04
H -3.99 4.24 0.54
H -3.38 2.26 1.89
H -1.12 1.27 1.66
S -0.62 -2.06 3.46
C -1.81 -2.66 2.34
N -1.70 -2.52 1.06
C -2.76 -3.15 0.38
C -2.94 -3.19 -1.01
C -4.07 -3.81 -1.50
C -5.01 -4.37 -0.63
C -4.85 -4.34 0.74
C -3.70 -3.72 1.23
S -3.20 -3.52 2.88
H -2.21 -2.73 -1.67
H -4.23 -3.84 -2.56
H -5.89 -4.86 -1.05
H -5.58 -4.77 1.40
O -4.27 2.99 -2.69
C -4.76 2.29 -1.66
C -5.98 2.71 -1.12
C -6.52 2.04 -0.04
C -5.88 0.93 0.52
C -4.68 0.51 -0.02
C -4.10 1.18 -1.11
C -2.77 0.79 -1.62
O -2.20 1.41 -2.50
O -2.21 -0.28 -1.06
H -3.40 2.61 -2.92
H -6.48 3.56 -1.56
H -7.47 2.38 0.37
H -6.32 0.41 1.36
H -4.18 -0.36 0.38
F 0.60 -2.81 -0.88
*
```



11.
C15H10N2O2 | ωB97M-V with the def2-TZVPD basis set

Output
Highest occupied orbital energy = -0.3318 Eh
Kohn-Sham gap = 8.0 eV
Largest force on an atom = 0.023 Eh/bohr
LUMO energy = -1.0 eV
SMILES string = N#C/C(=C\c1ccc(C(=O)O)cc1)c1ccccn1
Molar mass = 250.3 g/mol

The geometry in ORCA input format:
```
! RIJCOSX wB97M-V def2-TZVPD def2/J DEFGRID3
* xyz 0 1
N -1.07 -3.04 -0.22
C -1.15 -1.90 -0.10
C -1.32 -0.50 -0.01
C -0.32 0.41 0.08
C 1.12 0.21 0.08
C 1.93 1.35 0.14
C 3.30 1.25 0.14
C 3.91 0.00 0.08
C 3.11 -1.15 0.04
C 1.74 -1.04 0.04
H 1.14 -1.94 0.02
H 3.55 -2.14 0.04
C 5.41 -0.04 0.09
O 6.07 0.87 0.49
O 5.98 -1.16 -0.39
H 5.34 -1.80 -0.73
H 3.93 2.12 0.19
H 1.47 2.33 0.18
H -0.62 1.44 0.16
C -2.74 -0.10 0.01
N -3.57 -0.95 0.60
C -4.85 -0.65 0.66
C -5.39 0.52 0.13
C -4.52 1.40 -0.50
C -3.18 1.10 -0.56
H -2.49 1.75 -1.07
H -4.90 2.31 -0.94
H -6.44 0.72 0.20
H -5.47 -1.38 1.15
*
```



12.
C6H9NiO4 | ωB97M-V with the def2-TZVPD basis set

Output
Highest occupied orbital energy (spin up / spin down) = -0.2586 / -0.3580 Eh
Kohn-Sham gap (spin up / spin down) = 7.8 / 8.4 eV
Largest force on an atom = 0.053 Eh/bohr
LUMO energy (spin up / spin down) = 0.7 / -1.3 eV
⟨S²⟩ = 3.7527
ΔE to the lowest compared entry with this formula, charge and spin = 0.0 kcal per mole
Molar mass = 203.8 g/mol

The geometry in ORCA input format:
```
! RIJCOSX wB97M-V def2-TZVPD def2/J DEFGRID3
* xyz 0 4
O -0.82 -0.31 4.61
C -0.89 0.30 3.50
O -1.88 1.03 3.23
O 0.07 0.07 2.62
C -0.02 0.65 1.31
Ni -2.54 0.63 4.93
H -1.07 0.69 1.02
H 0.57 -0.03 0.68
C 0.61 2.06 1.27
C 0.55 2.68 -0.08
H 1.66 1.99 1.60
H 0.07 2.70 1.99
H 0.80 3.75 -0.11
C 0.02 2.13 -1.18
C -0.29 2.90 -2.43
O -1.65 2.72 -2.77
H -0.15 1.05 -1.26
H 0.36 2.54 -3.25
H -0.06 3.97 -2.27
H -1.83 3.13 -3.62
*
```



13.
C12H24As2N2Zr | ωB97M-V with the def2-TZVPD basis set

Output
Highest occupied orbital energy = -0.8604 Eh
Kohn-Sham gap = 7.9 eV
Largest force on an atom = 0.063 Eh/bohr
LUMO energy = -15.5 eV
ΔE to the lowest compared entry with this formula, charge and spin = 0.0 kcal per mole
Molar mass = 437.4 g/mol

The geometry in ORCA input format:
```
! RIJCOSX wB97M-V def2-TZVPD def2/J DEFGRID3
* xyz 4 1
Zr 0.92 0.51 0.02
N 2.27 2.29 -0.50
C 3.10 1.69 -1.56
C 2.29 1.23 -2.76
N 1.30 0.26 -2.13
H 1.85 3.19 -0.83
H 2.89 2.45 0.33
H 3.66 0.88 -1.11
H 3.88 2.35 -1.98
H 3.02 0.62 -3.34
H 1.71 1.93 -3.32
H 1.55 -0.72 -2.29
H 0.45 0.35 -2.69
C 0.35 -2.09 3.05
As 1.02 -1.62 1.37
C 1.92 -3.10 0.55
C -0.57 -1.29 0.12
C -1.05 -2.39 -0.57
C -2.28 -2.47 -1.29
C -2.97 -1.28 -1.40
C -2.53 -0.08 -0.76
C -1.38 -0.04 0.06
As -1.14 1.75 1.15
C -1.78 1.52 3.07
C -2.28 3.09 0.25
H 1.18 -2.39 3.72
H -0.49 -2.82 2.81
H -0.09 -1.24 3.59
H 1.28 -3.97 0.32
H 2.45 -3.48 1.37
H 2.45 -2.76 -0.38
H -0.47 -3.31 -0.63
H -2.59 -3.33 -1.80
H -3.86 -1.13 -2.01
H -3.12 0.83 -0.86
H -0.89 1.25 3.66
H -2.62 0.82 3.03
H -2.09 2.58 3.31
H -3.30 2.74 0.46
H -2.00 3.20 -0.80
H -2.04 3.98 0.75
*
```



14.
CH2O2 | ωB97M-V with the def2-TZVPD basis set

Output
Highest occupied orbital energy (spin up / spin down) = -0.3978 / -0.3919 Eh
Kohn-Sham gap (spin up / spin down) = 9.5 / 9.5 eV
Largest force on an atom = 0.058 Eh/bohr
LUMO energy (spin up / spin down) = -1.3 / -1.2 eV
ΔE to the lowest compared entry with this formula, charge and spin = 154.8 kcal per mole
Molar mass = 46.0 g/mol

The geometry in ORCA input format:
```
! RIJCOSX wB97M-V def2-TZVPD def2/J DEFGRID3
* xyz 0 1
C -0.64 0.03 0.03
O 0.53 0.29 0.06
O 2.52 -0.21 0.03
H -1.21 0.84 -0.23
H -1.20 -0.95 0.12
*
```



Calculated electronic energy in order - -115874.0057 -27341.3236 -24690.1733 -145337.3140 -7851.7872 -20678.6550 -44452.5701 -631873.9165 -17990.4862 -99509.7966 -22792.1190 -55598.0510 -138724.6744 -5157.6995 eV